Run P
The following is a quantum chemistry calculation of C20H23NO4 in the gas phase, from the OMol25 dataset.

Bonds (Å) are listed after each position.
Cartesian coordinates (Å):
1 C -0.90 -3.74 -0.62  H2 1.089, O3 1.407, H47 1.094, H48 1.095
2 H -1.71 -4.36 -1.01  C1 1.089
3 O -1.50 -2.50 -0.32  C1 1.407, C4 1.359
4 C -0.71 -1.52 0.21  O3 1.359, C5 1.380, C9 1.416
5 C 0.65 -1.64 0.45  C4 1.380, C6 1.397, H46 1.078
6 C 1.37 -0.58 1.00  C5 1.397, C7 1.385, C27 1.491
7 C 0.72 0.60 1.33  C6 1.385, C8 1.388, H26 1.080
8 C -0.65 0.72 1.10  C7 1.388, C9 1.385, H25 1.079
9 C -1.37 -0.32 0.54  C4 1.416, C8 1.385, O10 1.355
10 O -2.70 -0.30 0.27  C9 1.355, C11 1.408
11 C -3.44 0.86 0.58  O10 1.408, C12 1.508, H23 1.102, H24 1.101
12 C -4.89 0.65 0.18  C11 1.508, C13 1.387, C17 1.390
13 C -5.29 -0.46 -0.54  C12 1.387, C14 1.385, H22 1.078
14 C -6.62 -0.61 -0.90  C13 1.385, C15 1.384, H21 1.080
15 C -7.55 0.34 -0.53  C14 1.384, C16 1.385, H20 1.080
16 C -7.16 1.45 0.19  C15 1.385, C17 1.383, H19 1.080
17 C -5.83 1.61 0.55  C12 1.390, C16 1.383, H18 1.081
18 H -5.52 2.47 1.12  C17 1.081
19 H -7.88 2.20 0.48  C16 1.080
20 H -8.59 0.22 -0.81  C15 1.080
21 H -6.92 -1.48 -1.46  C14 1.080
22 H -4.55 -1.20 -0.82  C13 1.078
23 H -3.04 1.73 0.03  C11 1.102
24 H -3.39 1.08 1.65  C11 1.101
25 H -1.14 1.64 1.38  C8 1.079
26 H 1.24 1.42 1.79  C7 1.080
27 C 2.83 -0.81 1.21  C6 1.491, O28 1.216, N29 1.357
28 O 3.30 -1.92 1.37  C27 1.216
29 N 3.59 0.32 1.18  C27 1.357, H30 1.006, C31 1.440
30 H 3.16 1.20 0.98  N29 1.006
31 C 5.03 0.28 1.25  N29 1.440, H32 1.096, H33 1.093, C34 1.544
32 H 5.38 0.93 2.07  C31 1.096
33 H 5.31 -0.75 1.46  C31 1.093
34 C 5.73 0.73 -0.06  C31 1.544, C35 1.539, O41 1.410, H45 1.095
35 C 5.15 2.02 -0.66  C34 1.539, H36 1.090, C37 1.536, H44 1.089
36 H 5.94 2.57 -1.16  C35 1.090
37 C 4.12 1.51 -1.68  C35 1.536, H38 1.090, C39 1.542, H43 1.088
38 H 3.10 1.64 -1.33  C37 1.090
39 C 4.45 0.01 -1.82  C37 1.542, H40 1.092, O41 1.413, H42 1.097
40 H 4.66 -0.28 -2.86  C39 1.092
41 O 5.63 -0.23 -1.08  C34 1.410, C39 1.413
42 H 3.63 -0.62 -1.44  C39 1.097
43 H 4.23 2.02 -2.63  C37 1.088
44 H 4.71 2.66 0.10  C35 1.089
45 H 6.80 0.82 0.17  C34 1.095
46 H 1.19 -2.54 0.23  C5 1.078
47 H -0.47 -4.20 0.27  C1 1.094
48 H -0.13 -3.64 -1.39  C1 1.095

HOMO-LUMO gap: 9.0 eV
lowest unoccupied orbital energy: 0.6 eV
SMILES: COc1cc(C(=O)NC[C@@H]2CCCO2)ccc1OCc1ccccc1

These are the natural (NBO) partial charges, in e, on atoms 1 to 5: number 1, C, carries -0.25; number 2, H, carries 0.20; number 3, O, carries -0.48; number 4, C, carries 0.25; number 5, C, carries -0.25



Run Q
The following is a quantum chemistry calculation of C20H23NO4 in the gas phase, from the OMol25 dataset.

Bonds (Å) are listed after each position.
Cartesian coordinates (Å):
1 C 6.50 0.80 -0.51  H2 1.089, O3 1.406, H47 1.095, H48 1.095
2 H 7.10 1.55 -1.03  C1 1.089
3 O 5.18 1.29 -0.55  C1 1.406, C4 1.362
4 C 4.20 0.55 0.03  O3 1.362, C5 1.393, C9 1.391
5 C 2.92 1.10 -0.04  C4 1.393, C6 1.390, H46 1.078
6 C 1.83 0.45 0.53  C5 1.390, C7 1.398, C13 1.456
7 C 2.04 -0.77 1.19  C6 1.398, C8 1.379, H12 1.079
8 C 3.30 -1.31 1.25  C7 1.379, C9 1.386, H11 1.080
9 C 4.39 -0.67 0.68  C4 1.391, C8 1.386, H10 1.078
10 H 5.37 -1.11 0.74  C9 1.078
11 H 3.46 -2.26 1.75  C8 1.080
12 H 1.20 -1.29 1.64  C7 1.079
13 C 0.48 0.98 0.46  C6 1.456, C14 1.335, H45 1.084
14 C 0.03 1.89 -0.41  C13 1.335, C15 1.480, H44 1.080
15 C -1.39 2.25 -0.54  C14 1.480, O16 1.220, N17 1.356
16 O -1.92 2.37 -1.63  C15 1.220
17 N -2.06 2.44 0.63  C15 1.356, H18 1.008, C19 1.444
18 H -1.57 2.27 1.49  N17 1.008
19 C -3.50 2.44 0.68  N17 1.444, H20 1.094, H21 1.092, C22 1.544
20 H -3.85 3.33 1.22  C19 1.094
21 H -3.84 2.51 -0.35  C19 1.092
22 C -4.05 1.17 1.36  C19 1.544, C23 1.505, H42 1.092, H43 1.092
23 C -3.20 -0.03 1.02  C22 1.505, C24 1.385, C28 1.389
24 C -2.59 -0.78 2.01  C23 1.385, C25 1.382, H41 1.080
25 C -1.71 -1.79 1.66  C24 1.382, C26 1.391, H40 1.079
26 C -1.40 -2.07 0.33  C25 1.391, C27 1.409, O35 1.366
27 C -2.04 -1.33 -0.68  C26 1.409, C28 1.388, O30 1.367
28 C -2.94 -0.34 -0.31  C23 1.389, C27 1.388, H29 1.077
29 H -3.45 0.22 -1.08  C28 1.077
30 O -1.75 -1.62 -1.98  C27 1.367, C31 1.411
31 C -2.26 -0.77 -2.99  O30 1.411, H32 1.095, H33 1.089, H34 1.094
32 H -3.34 -0.87 -3.09  C31 1.095
33 H -1.78 -1.09 -3.91  C31 1.089
34 H -2.01 0.28 -2.80  C31 1.094
35 O -0.48 -3.06 0.16  C26 1.366, C36 1.410
36 C 0.26 -3.15 -1.03  O35 1.410, H37 1.093, H38 1.091, H39 1.090
37 H 0.72 -2.19 -1.29  C36 1.093
38 H -0.35 -3.50 -1.86  C36 1.091
39 H 1.05 -3.88 -0.82  C36 1.090
40 H -1.23 -2.39 2.42  C25 1.079
41 H -2.78 -0.57 3.05  C24 1.080
42 H -5.08 1.02 1.04  C22 1.092
43 H -4.06 1.30 2.44  C22 1.092
44 H 0.67 2.29 -1.18  C14 1.080
45 H -0.22 0.53 1.16  C13 1.084
46 H 2.80 2.05 -0.53  C5 1.078
47 H 6.59 -0.16 -1.03  C1 1.095
48 H 6.86 0.70 0.52  C1 1.095

HOMO-LUMO gap: 8.4 eV
lowest unoccupied orbital energy: 0.4 eV
SMILES: COc1cccc(/C=C/C(=O)NCCc2ccc(OC)c(OC)c2)c1

These are the natural (NBO) partial charges, in e, on atoms 1 to 5: number 1, C, carries -0.25; number 2, H, carries 0.20; number 3, O, carries -0.49; number 4, C, carries 0.30; number 5, C, carries -0.19



Stability, highest: run P